Density functional theory data (wB97M-V/def2-TZVPD) for 3 unconnected molecules or ions with the total composition C27H55BrN3O7.

Its LUMO energy is -2.629 eV. As for the charge: +1. The value obtained for the molar mass is 613.66 g mol⁻¹. As for the energy: -117726.145 eV. As for the HOMO-LUMO gap: 8.7561 eV.

```
93
Properties=species:S:1:pos:R:3:mulliken_charge:R:1
C 0.90 0.06 1.61 -0.71
C 1.22 -1.10 0.52 -0.13
O 0.27 -1.11 -0.58 -0.24
C 0.86 -1.61 -1.77 0.26
O 0.39 -2.65 -2.26 -0.55
C 2.14 -0.92 -2.49 -0.48
C 1.84 -0.59 -4.04 -0.54
C 1.76 0.96 -4.40 -1.09
C 0.27 1.58 -4.62 0.68
C -0.56 0.61 -5.59 -1.07
C -1.80 -0.15 -4.93 -0.02
O -1.49 -1.02 -3.82 -0.51
C -2.52 -1.09 -6.05 -0.71
N -3.71 -1.71 -5.37 -0.69
N -0.30 1.76 -3.25 0.33
C 0.31 2.83 -2.40 0.09
C 1.30 2.28 -1.23 -1.15
C 0.95 4.07 -3.19 -0.89
N 1.50 3.77 -4.53 0.47
C 2.12 4.93 -5.20 -0.33
C 3.44 5.49 -4.45 -1.08
C 0.56 2.99 -5.38 -1.08
C -0.71 3.76 -5.93 -1.28
C -1.92 4.05 -4.94 0.01
C -2.32 5.62 -5.09 -1.27
Br -3.54 3.06 -5.63 -0.09
H -0.09 0.54 1.29 0.23
H 1.72 0.86 1.58 0.23
H 0.90 -0.37 2.68 0.09
H 2.30 -0.93 0.20 0.21
H 1.22 -2.09 1.12 0.38
H 2.94 -1.76 -2.47 0.49
H 2.58 -0.06 -1.90 0.24
H 0.97 -1.24 -4.35 0.31
H 2.75 -1.01 -4.61 0.34
H 2.30 1.10 -5.41 0.66
H 2.39 1.53 -3.65 0.13
H 0.09 -0.22 -6.06 0.39
H -0.99 1.14 -6.52 0.35
H -2.64 0.56 -4.57 0.29
H -1.80 -0.57 -3.00 0.38
H -1.83 -1.95 -6.33 0.33
H -2.91 -0.49 -6.93 0.28
H -4.13 -1.06 -4.69 0.27
H -3.43 -2.53 -4.82 0.33
H -1.33 1.90 -3.23 0.83
H -0.14 0.85 -2.74 -0.13
H -0.56 3.29 -1.79 0.43
H 2.38 2.19 -1.58 0.33
H 1.29 3.11 -0.44 0.61
H 0.89 1.35 -0.71 -0.17
H 1.80 4.47 -2.52 0.53
H 0.22 4.96 -3.30 0.12
H 2.51 4.56 -6.23 0.34
H 1.40 5.79 -5.39 0.24
H 3.10 6.05 -3.51 0.29
H 4.17 4.66 -4.16 0.26
H 3.92 6.28 -5.13 0.39
H 1.18 2.67 -6.31 0.58
H -1.15 3.24 -6.86 0.66
H -0.36 4.79 -6.33 0.50
H -1.74 3.89 -3.83 0.29
H -3.19 5.77 -4.36 0.39
H -2.69 5.82 -6.15 0.37
H -1.43 6.27 -4.81 0.33
O 2.08 -1.00 4.29 -0.60
C 1.77 -2.08 4.76 0.89
O 0.49 -2.48 4.71 -0.37
C 0.05 -3.81 5.04 -0.51
C -0.21 -3.94 6.53 -0.88
C 2.77 -2.93 5.48 -1.18
H 0.75 -4.56 4.67 0.36
H -0.89 -3.97 4.50 0.33
H 0.70 -3.78 7.11 0.23
H -0.60 -4.93 6.77 0.37
H -0.93 -3.19 6.86 0.32
H 2.82 -2.61 6.52 0.28
H 3.75 -2.77 5.01 0.33
H 2.57 -3.99 5.42 0.38
O -3.41 -3.61 8.81 -0.56
C -2.95 -3.95 9.88 0.78
O -1.71 -3.58 10.24 -0.37
C -1.15 -3.76 11.55 -0.39
C -0.53 -5.13 11.70 -0.95
C -3.72 -4.87 10.79 -0.99
H -1.89 -3.54 12.32 0.36
H -0.37 -3.00 11.65 0.32
H -1.28 -5.92 11.59 0.27
H -0.06 -5.23 12.68 0.37
H 0.22 -5.30 10.93 0.27
H -3.53 -5.91 10.51 0.25
H -4.79 -4.66 10.67 0.31
H -3.50 -4.73 11.85 0.33
```

Density functional theory data (wB97M-V/def2-TZVPD) for 2 unconnected molecules or ions with the total composition C3H9N2O2.

Its LUMO energy is -4.652 eV. As for the charge: +1. The value obtained for the molar mass is 105.12 g mol⁻¹. As for the energy: -10323.574 eV. As for the HOMO-LUMO gap: 10.6689 eV.

```
16
Properties=species:S:1:pos:R:3:mulliken_charge:R:1
C -1.28 -0.18 -0.08 0.53
C 1.66 -0.97 -0.77 -0.82
C -0.01 0.11 0.66 -0.30
N -1.42 0.08 -1.33 -0.55
N 1.19 -0.34 0.46 -0.06
O -2.25 -0.61 0.74 -0.46
O 0.17 2.10 0.31 -0.66
H 0.93 -1.74 -1.03 0.34
H 1.81 -0.31 -1.59 0.31
H 2.62 -1.62 -0.57 0.31
H -0.27 0.46 1.62 0.55
H -0.21 2.13 -0.66 0.41
H -2.28 -0.27 -1.57 0.29
H -1.95 -0.95 1.54 0.36
H 1.76 -0.41 1.27 0.34
H -0.46 2.52 0.99 0.40
```